(P)
Below is a cluster of 2 separate species, C4H12N2O2 in total, with properties calculated with ωB97M-V/def2-TZVPD.

Results
Multiplicity: 2
Charge: -1
HOMO level (alpha / beta) in eV: 0.2 / -3.4
E_LUMO (alpha / beta) in eV: 3.90 / 3.85
Gap between HOMO and LUMO (alpha / beta) in eV: 3.652 / 7.280

Atoms and positions in Å:
N 1.709 -0.694 -1.861
C 0.653 0.307 -2.239
C -0.556 0.140 -1.353
N -0.701 1.155 -0.270
C -1.860 0.820 0.554
C -1.756 -0.309 1.582
O -0.704 -0.775 2.102
H 2.636 -0.268 -1.976
H 1.584 -0.948 -0.884
H 0.402 0.011 -3.264
H 1.028 1.341 -2.343
H -0.671 -0.919 -1.086
H -1.466 0.462 -1.905
H 0.119 1.096 0.336
H -1.999 1.797 1.044
H -2.723 0.529 -0.073
H -2.697 -0.687 2.071
H 2.626 0.162 1.936
H 1.598 -0.926 1.688
O 2.435 -0.579 1.349


(Q)
Below is a cluster of 3 separate species, C4H12N2O2 in total, with properties calculated with ωB97M-V/def2-TZVPD.

Results
Multiplicity: 2
Charge: -1
HOMO level (alpha / beta) in eV: -3.7 / -4.5
E_LUMO (alpha / beta) in eV: 3.87 / 3.20
Gap between HOMO and LUMO (alpha / beta) in eV: 7.620 / 7.669

Atoms and positions in Å:
C -0.949 -1.410 0.855
C -0.470 -2.638 0.406
C 0.444 -2.981 -0.563
O -0.693 1.780 -1.517
N -0.374 -0.138 0.665
C 1.099 -0.055 0.662
N 1.543 1.200 0.105
H -0.826 2.104 -2.412
H -1.890 -1.408 1.396
H -0.956 -3.493 0.880
H 0.825 -2.301 -1.314
H 0.744 -4.018 -0.649
H -0.760 0.352 -0.155
H 1.556 -0.870 0.101
H 1.448 -0.149 1.698
H 1.310 1.967 0.724
H 0.944 1.331 -0.723
H -1.419 4.252 0.105
H -0.818 2.898 -0.532
O -0.758 3.577 0.269


Which one sits at the top of the stability order? (Q) does.


(P)
Below is a structure of composition C6H15N3, with properties calculated with ωB97M-V/def2-TZVPD.

Results
Multiplicity: 1
Charge: 0
HOMO level (alpha / beta) in eV: -7.5 / -7.5
E_LUMO (alpha / beta) in eV: 0.49 / 0.49
Gap between HOMO and LUMO (alpha / beta) in eV: 7.957 / 7.956

Atoms and positions in Å:
C 1.599 -1.888 0.019
C 1.793 0.836 0.844
C 0.851 1.421 -1.435
C 0.875 0.404 -0.298
N 0.915 -0.887 -0.760
H 1.429 -2.865 -0.443
H 1.244 -1.966 1.066
H 2.684 -1.726 0.060
H 1.594 1.877 1.111
H 2.840 0.748 0.549
H 1.635 0.213 1.726
H 1.806 1.400 -1.965
H 0.684 2.438 -1.064
H 0.063 1.152 -2.141
C -2.626 -1.152 -0.174
N -1.806 1.526 0.410
C -1.378 -0.748 0.542
N -0.914 0.489 0.532
H -2.324 1.699 1.274
H -1.352 2.404 0.170
H -0.794 -1.542 1.006
H -2.941 -0.413 -0.910
H -3.434 -1.309 0.549
H -2.442 -2.110 -0.668


(Q)
Below is an isolated molecule of C6H15N3, with properties calculated with ωB97M-V/def2-TZVPD.

Results
SMILES: C=C(N)[C@H](C)C(C)(N)N
Multiplicity: 1
Charge: 0
HOMO level in eV: -8.2
E_LUMO in eV: 1.02
Gap between HOMO and LUMO in eV: 9.175

Atoms and positions in Å:
C 0.879 -0.408 2.108
C -0.125 -0.119 0.993
N -0.880 -1.337 0.726
N -1.038 0.920 1.469
H -1.733 -1.096 0.230
H -1.171 -1.741 1.610
H -0.523 1.674 1.913
H 0.346 -0.481 3.053
H 1.613 0.388 2.183
H 1.386 -1.348 1.918
C -0.950 1.709 -1.666
C 1.705 -0.670 -0.724
C -0.401 0.514 -1.422
N -0.699 -0.607 -2.175
C 0.609 0.316 -0.318
H -1.537 -0.534 -2.732
H -0.608 -1.481 -1.681
H 1.070 1.287 -0.108
H -1.548 1.314 0.681
H -0.636 2.594 -1.146
H -1.693 1.840 -2.432
H 2.024 -0.464 -1.744
H 2.567 -0.572 -0.069
H 1.343 -1.695 -0.668


Which one sits at the top of the stability order? (Q) does.


(P)
Below is a cluster of 2 separate species, C5H16N2O in total, with properties calculated with ωB97M-V/def2-TZVPD.

Results
SMILES: CCN[C@@H](C)CN.O
Multiplicity: 1
Charge: 0
HOMO level in eV: -8.5
E_LUMO in eV: 0.90
Gap between HOMO and LUMO in eV: 9.423

Atoms and positions in Å:
C 2.013 -1.611 -0.745
C 1.542 -0.208 -0.383
N 0.127 -0.083 -0.575
C -0.757 2.248 -1.242
C -0.403 1.245 -0.162
C -1.683 0.934 0.652
N -1.538 0.235 1.899
H 1.577 -1.911 -1.693
H 1.966 -2.296 0.101
H 3.103 -1.598 -0.858
H 1.904 0.161 0.583
H 2.212 0.498 -0.928
H -0.328 -0.399 -1.417
H -1.801 2.287 -1.517
H -0.542 3.204 -0.801
H -0.088 2.281 -2.098
H 0.365 1.635 0.499
H -2.209 1.892 0.805
H -2.397 0.479 -0.041
H -1.578 -0.758 1.783
H -0.896 0.707 2.508
H -0.210 -2.950 0.437
H -0.047 -2.636 1.887
O -0.334 -3.355 1.308


(Q)
Below is a structure of composition C5H16N2O, with properties calculated with ωB97M-V/def2-TZVPD.

Results
Multiplicity: 1
Charge: 0
HOMO level in eV: -6.8
E_LUMO in eV: 0.82
Gap between HOMO and LUMO in eV: 7.646

Atoms and positions in Å:
C -0.088 -2.066 -1.639
C 1.176 -1.503 1.631
C -1.177 -1.832 -0.820
O 0.946 -2.908 -1.388
H 0.767 -3.409 -0.580
H 0.098 -1.477 -2.524
H -2.073 -1.496 -1.318
H 1.742 -1.169 2.491
H 0.636 -2.404 1.893
H 1.858 -1.700 0.814
H -1.354 -2.550 -0.028
H -1.022 -0.471 -0.038
C 0.578 2.090 0.072
C -0.031 3.086 -0.917
N -0.333 1.485 1.017
N -1.352 0.686 0.422
H -0.731 2.137 1.682
H -1.969 0.418 1.188
H 0.488 -0.723 1.348
H 1.027 1.264 -0.490
H 1.363 2.572 0.662
H 0.718 3.402 -1.637
H -0.412 3.963 -0.398
H -0.854 2.607 -1.442


Which one sits at the top of the stability order? (P) does.


(P)
Below is a structure of composition C3H7NOP2, with properties calculated with ωB97M-V/def2-TZVPD.

Results
Multiplicity: 1
Charge: 0
HOMO level in eV: -7.9
E_LUMO in eV: 0.48
Gap between HOMO and LUMO in eV: 8.413

Atoms and positions in Å:
C -0.932 1.113 -0.429
C -0.510 0.394 -1.617
C -0.059 -1.003 -1.417
N 1.551 -0.144 1.395
O 0.371 1.300 -0.944
P 1.720 -0.172 -0.160
P 0.271 -0.137 2.491
H -1.532 1.907 -0.539
H -1.085 0.505 0.359
H -0.931 0.779 -2.573
H 0.352 -1.465 -2.350
H -0.545 -1.554 -0.715
H 0.338 -1.553 2.749
H 0.990 0.029 3.750


(Q)
Below is a cluster of 2 separate species, C3H7NOP2 in total, with properties calculated with ωB97M-V/def2-TZVPD.

Results
Multiplicity: 1
Charge: 0
HOMO level (alpha / beta) in eV: -8.9 / -9.3
E_LUMO (alpha / beta) in eV: -1.36 / -1.38
Gap between HOMO and LUMO (alpha / beta) in eV: 7.578 / 7.876

Atoms and positions in Å:
C 0.416 0.395 0.833
C 0.463 1.326 -1.226
C -0.516 0.573 -0.325
N 1.462 1.088 0.834
O 1.589 1.763 -0.396
P -0.176 -1.640 2.813
P -0.896 -1.158 -1.128
H 1.070 0.635 -1.852
H 0.160 2.256 -1.758
H -1.467 1.046 -0.318
H 1.145 -1.565 3.000
H 0.046 -2.851 2.253
H -1.280 -0.576 -2.373
H -2.017 -1.291 -0.358


Which one sits at the top of the stability order? (P) does.


(P)
Below is a cluster of 5 separate species, H11NO4 in total, with properties calculated with ωB97M-V/def2-TZVPD.

Results
SMILES: N.O.O.O.O
Multiplicity: 1
Charge: 0
HOMO level in eV: -10.5
E_LUMO in eV: 0.07
Gap between HOMO and LUMO in eV: 10.578

Atoms and positions in Å:
N -1.302 1.522 -2.431
H -0.964 2.307 -1.892
H -2.159 1.192 -2.006
H -1.510 1.774 -3.379
H -1.320 -0.853 -1.076
H -0.731 -1.347 0.192
O -1.549 -0.965 -0.144
H 4.179 -1.495 0.552
H 2.631 -1.470 0.754
O 3.376 -1.992 0.387
H 3.473 1.448 1.049
H 2.460 1.648 -0.052
O 3.327 1.944 0.238
H -3.022 -1.160 1.858
H -3.745 -0.997 3.230
O -3.145 -1.557 2.720


(Q)
Below is a structure of composition H11NO4, with properties calculated with ωB97M-V/def2-TZVPD.

Results
Multiplicity: 1
Charge: 0
HOMO level in eV: -10.1
E_LUMO in eV: -4.95
Gap between HOMO and LUMO in eV: 5.154

Atoms and positions in Å:
N 3.208 0.292 -0.341
H 3.563 0.858 0.424
H 2.535 0.856 -0.877
H 2.522 -0.316 0.125
H -0.716 -0.829 0.786
H 0.743 -0.654 1.664
O 0.505 -1.044 0.805
H -2.184 -1.764 1.177
H -1.121 -0.052 1.360
O -2.153 -1.653 0.214
H -2.168 1.331 0.068
H -2.340 -0.094 -0.408
O -2.441 0.856 -0.738
H 0.583 0.270 -1.679
H -0.731 0.838 -1.213
O 0.195 1.105 -1.368


(R)
Below is a cluster of 5 separate species, H11NO4 in total, with properties calculated with ωB97M-V/def2-TZVPD.

Results
SMILES: N.O.O.O.O
Multiplicity: 1
Charge: 0
HOMO level in eV: -9.7
E_LUMO in eV: 0.67
Gap between HOMO and LUMO in eV: 10.357

Atoms and positions in Å:
N 2.913 -0.055 -1.655
H 3.489 0.175 -2.437
H 2.462 -0.949 -1.639
H 3.202 0.221 -0.741
H -2.629 0.252 0.793
H -2.067 -0.959 1.132
O -2.515 -0.615 0.366
H -0.668 0.420 3.282
H -0.412 0.763 1.753
O -1.030 0.849 2.503
H 0.636 0.252 -0.337
H 0.909 1.643 0.159
O 0.603 0.785 0.476
H -0.491 -0.195 -2.022
H -0.647 -1.175 -1.005
O -0.056 -0.975 -1.749


Which one sits at the top of the stability order? (R) does.